1.
25
Properties=species:S:1:pos:R:3 method="wB97M-V/def2-TZVPD" homo_energy_ev="-17.72 / -17.72" spin_multiplicity=2 lumo_ev="-6.42 / -11.20" charge=+2
C -1.57954 2.68894 1.10439
C -0.75554 2.03459 -1.11114
N -0.52014 2.42526 0.13604
N -1.99221 1.71274 -1.54985
N 0.21658 2.16914 -2.00441
H 0.37500 2.30430 0.55391
H -2.70096 1.51386 -0.84639
H -2.10165 0.91294 -2.15866
H 0.99417 2.70088 -1.67859
H 0.06996 1.91371 -2.95044
H -1.19182 3.20588 1.98561
H -1.87621 1.75137 1.59474
H -2.38620 3.28763 0.70171
C 0.50907 -2.76234 -0.04628
C 1.48929 -2.68201 -1.18835
C 1.22021 -1.85120 2.48503
S 0.71091 -1.23106 0.89073
H -0.51343 -2.79175 -0.43895
H 0.64787 -3.61595 0.61206
H 1.29487 -1.91085 -1.93433
H 1.54776 -3.63533 -1.71685
H 0.30443 -2.16501 2.99020
H 2.07649 -2.51945 2.37767
H 1.65604 -1.00915 3.03371
H 2.50506 -2.44716 -0.84155

2.
25
Properties=species:S:1:pos:R:3 method="wB97M-V/def2-TZVPD" smiles="CNN(C)C.C=CNN" homo_energy_ev=-7.58 lumo_ev=1.08
C 0.74577 0.71935 1.94830
N 0.33369 1.49614 0.79532
N 0.45128 0.80882 -0.44170
C 1.81137 0.51614 -0.85278
C -0.32844 1.50280 -1.44941
H 1.81184 0.45453 1.97349
H 0.50389 1.29555 2.84328
H 0.15958 -0.19445 1.97101
H 0.88149 2.35950 0.75791
H 2.01870 -0.50549 -0.20743
H 1.81243 0.11336 -1.85820
H 2.42108 1.43633 -0.89546
H -1.35733 1.56206 -1.10590
H 0.07383 2.50774 -1.64222
H -0.29182 0.93557 -2.37531
C 0.59707 -2.24099 0.00918
C -0.54277 -1.61586 -0.40089
N -1.57400 -1.25892 0.43226
N -2.68334 -0.57974 -0.09064
H 0.62580 -2.68351 0.99429
H 1.17317 -2.78269 -0.72012
H -0.73177 -1.39371 -1.43794
H -1.57392 -1.62144 1.37928
H -3.53489 -1.13508 -0.02373
H -2.80268 0.30400 0.39741

3.
25
Properties=species:S:1:pos:R:3 method="wB97M-V/def2-TZVPD" smiles=CC(C)(CN)C(N)(N)N homo_energy_ev=-7.86 lumo_ev=0.89
C -1.15839 -0.41056 -1.36877
C -0.54785 -0.20633 0.02984
C -1.24718 -1.17875 0.99572
C -0.76332 1.37849 0.66943
N -0.30425 2.39333 -0.24204
C 0.98929 -0.42628 0.00500
N 1.56488 -0.16893 1.29571
N 1.37285 -1.75579 -0.35834
N 1.65868 0.47817 -0.88239
H -2.22370 -0.15354 -1.36498
H -0.68542 0.21599 -2.13195
H -1.07401 -1.45261 -1.71073
H -0.92070 -1.03937 2.03182
H -1.06823 -2.22916 0.73145
H -2.33318 -1.02897 0.97950
H -1.84540 1.41180 0.80166
H -0.32681 1.52938 1.65874
H -0.20665 3.30313 0.21562
H -0.94612 2.47200 -1.03600
H 1.17010 -0.56894 2.13979
H 2.47016 0.28797 1.33961
H 0.75862 -2.33173 -0.92450
H 2.32068 -2.06884 -0.17990
H 2.13901 0.15396 -1.71242
H 1.20695 1.39556 -0.98186

4.
26
Properties=species:S:1:pos:R:3 method="wB97M-V/def2-TZVPD" homo_energy_ev=-16.50 lumo_ev=-9.41 charge=+2
C -0.09375 0.79540 0.65200
C 2.06520 2.09045 -0.79601
C -1.94369 -3.14300 -0.85674
C 1.22214 0.69929 2.59841
C 0.70904 1.83569 -1.40216
N -0.74199 -2.15590 0.82342
N -0.28335 1.26366 -0.58244
N -1.48805 1.12242 -1.18433
N -0.90508 -3.07660 0.10934
O 1.08823 0.85504 1.19333
H -0.89168 0.45275 1.29875
H 2.46594 1.06254 -0.43164
H 2.69441 2.51557 -1.55352
H 1.96590 2.68384 0.06073
H -2.43432 -2.17397 -1.03350
H -1.50152 -3.42918 -1.74794
H -2.84201 -3.80496 -0.64478
H 2.09550 1.32409 2.95373
H 1.45727 -0.32940 2.89436
H 0.29455 0.96541 3.14057
H 0.41589 2.87120 -1.82969
H 0.84591 1.28919 -2.43872
H -0.02282 -2.14271 1.58371
H -1.38293 1.27042 -2.15015
H -2.42756 1.18484 -0.79181
H -0.36125 -4.02609 0.13507